DFT (ωB97M-V with the def2-TZVPD basis set) results for C34H43BClMoN6O2S3 as an isolated structure at a distorted geometry.

ORCA input file:
```
! wB97M-V def2-TZVPD RIJCOSX def2/J DEFGRID3
* xyz 3 1
C -4.672 1.407 0.665
H -5.405 -5.389 -3.889
C 4.311 0.603 -0.365
C -7.137 0.287 -0.653
C -2.233 -2.894 -3.860
H 1.280 -3.954 3.357
C -4.451 -4.080 2.923
N -3.676 -0.250 -0.717
H -5.523 2.055 0.842
H -4.162 -2.882 4.733
S 0.833 -2.158 0.975
H -6.500 -3.487 2.723
C -5.530 -3.174 2.336
H -1.863 -6.131 -2.655
C -4.408 -3.908 4.450
H -6.762 1.980 -2.792
H -2.196 -5.666 -4.332
H -2.448 -3.300 -4.841
H -7.062 -0.634 -0.069
N -2.672 -0.253 0.163
N -2.987 -2.768 1.469
C -0.662 -4.035 2.436
H -2.675 2.963 2.715
O 2.059 -0.020 -0.175
C 4.963 2.956 -0.472
C 1.319 2.767 -0.148
H -4.319 -4.478 -4.919
C -0.632 -2.969 1.525
C -1.446 -1.785 -3.756
S -1.122 0.365 2.191
C -2.657 -5.920 -3.375
C -2.576 0.546 1.226
C -5.848 0.562 -1.446
H 3.381 4.386 -0.376
H -4.855 -4.444 -1.127
C -4.682 0.564 -0.476
C 5.284 1.594 -0.474
C 3.001 0.980 -0.226
H 4.576 -0.445 -0.390
B -1.613 -1.370 -0.030
N -1.747 -2.005 -1.414
H -3.441 -5.451 -0.795
H 0.348 -5.410 3.727
N -2.523 -3.099 -1.505
Cl 6.208 4.122 -0.610
C -0.859 -1.061 -4.933
O 0.321 1.991 0.005
H -5.389 -4.142 4.865
H -5.561 -3.233 1.246
C -2.763 -3.549 -2.716
H -7.966 0.171 -1.351
H -1.276 -0.054 -5.020
H 6.324 1.307 -0.570
C -1.922 -4.395 2.838
H -5.010 2.165 -2.677
H -4.440 2.948 2.815
Mo 0.212 0.003 0.253
H -4.812 -5.699 1.496
H -3.491 1.720 3.659
H -5.270 -3.645 -3.677
C -3.080 -3.729 2.370
C -4.706 -4.553 -3.902
H -7.399 1.105 0.020
C 3.650 3.337 -0.364
C -4.763 -5.545 2.574
H -4.765 -0.365 -3.103
C -3.620 1.435 1.539
C -5.671 -0.517 -2.511
C -4.208 -5.224 -1.538
C 0.588 -4.692 2.947
H 1.068 3.823 -0.242
H -4.809 -6.120 -1.693
H -4.026 -6.237 2.989
H -5.624 -1.515 -2.066
H -6.525 -0.485 -3.186
H -5.376 -2.130 2.620
C -5.916 1.949 -2.105
H -3.692 -4.579 4.929
H -6.063 2.748 -1.374
S -0.210 0.022 -2.062
N -1.752 -2.445 1.080
H 0.224 -0.966 -4.838
C -3.555 2.319 2.749
C -1.213 -1.363 -2.432
C 2.647 2.346 -0.220
C -3.594 -4.810 -2.870
H 1.104 -5.220 2.143
H -3.231 -6.836 -3.524
H -1.074 -1.595 -5.856
H -2.035 -5.193 3.561
H -5.731 -5.815 2.997
*
```

Gap between HOMO and LUMO   5.552 eV
DFT total energy   -3547.41034 a.u.
HOMO level   -0.6029 Ha

Löwdin population analysis, charges in e, atoms 1 to 2: C 0.120; H 0.104



DFT (ωB97M-V with the def2-TZVPD basis set) results for one molecule with the formula C8H6N2O at a distorted geometry.

ORCA input file:
```
! wB97M-V def2-TZVPD RIJCOSX def2/J DEFGRID3
* xyz 0 1
C 0.849 1.019 0.274
H 2.739 1.922 0.636
C 2.981 -0.100 -0.033
H 4.080 0.042 0.021
H 0.447 1.853 0.397
C 2.227 1.067 0.240
O -1.878 0.799 -0.582
C -3.213 0.468 -0.441
C 2.279 -1.233 -0.346
H -4.019 1.079 -0.728
C -3.234 -0.669 0.277
H 2.916 -2.292 -0.727
C -1.202 -0.150 0.050
C 0.274 -0.113 0.026
H -4.149 -1.225 0.705
N 0.891 -1.328 -0.348
N -1.989 -1.138 0.579
*
```

Energy relative to the best compared isomer or geometry (same formula, charge and spin)   292.3 kJ/mol
Gap between HOMO and LUMO   9.240 eV
SMILES string   c1ccc(-c2ncco2)nc1
DFT total energy   -493.11257 a.u.
HOMO level   -0.3304 Ha

Löwdin population analysis, charges in e, atoms 1 to 2: C -0.044; H 0.106



DFT (ωB97M-V with the def2-TZVPD basis set) results for a 8-piece molecular cluster, C16H27N7OS overall at a distorted geometry.

ORCA input file:
```
! wB97M-V def2-TZVPD RIJCOSX def2/J DEFGRID3
* xyz 0 1
H 2.486 3.039 -1.768
H 3.763 -0.526 2.611
C -2.439 2.356 -2.400
H -0.525 -1.062 -1.039
C 3.179 -0.216 -2.829
H -1.593 -3.385 -0.215
C 2.826 3.053 0.346
C 2.179 2.513 -0.864
N 3.307 3.545 1.297
H -1.865 -4.546 1.182
H -4.237 -1.439 1.193
O 1.999 -1.509 -0.576
C 1.259 -2.102 -3.112
H -4.397 1.771 -2.141
C -0.320 -0.430 1.022
N 5.442 0.486 0.087
H -1.042 0.571 -0.634
C -0.804 3.912 2.822
C -1.739 -4.416 0.107
H 1.157 3.427 3.522
H -4.124 3.425 -1.569
H 1.628 -2.235 -4.128
H 0.778 -1.136 -3.266
H 2.294 1.434 -0.966
C -3.846 2.694 -2.328
H 3.768 -0.448 -3.716
S 2.616 -1.781 -1.945
N 0.532 -5.566 -0.646
C 0.140 3.035 3.516
H -0.131 3.000 4.571
H 1.093 2.589 -0.816
C 4.694 0.476 0.944
N -3.150 -3.282 3.506
H 0.441 -2.775 -2.857
N -1.597 4.547 2.368
H -4.876 -0.828 2.642
H -2.527 -5.020 -0.343
C 3.701 0.381 2.009
H 0.125 2.034 3.086
H -1.935 -0.904 -0.061
N 0.221 -0.349 2.088
H 2.707 0.502 1.579
H 3.733 1.189 2.740
C -0.964 -0.447 -0.253
H -4.224 3.050 -3.286
H 2.406 0.495 -3.122
C -3.842 -2.624 2.858
N -1.299 2.044 -2.480
C -0.481 -5.072 -0.346
H -5.716 -2.114 1.834
C -4.721 -1.768 2.112
H 3.921 0.412 -2.337
*
```

Energy relative to the best compared isomer or geometry (same formula, charge and spin)   0.0 kJ/mol
Gap between HOMO and LUMO   9.088 eV
DFT total energy   -1482.43201 a.u.
HOMO level   -0.3409 Ha

Löwdin population analysis, charges in e, atoms 1 to 2: H 0.090; H 0.088



DFT (ωB97M-V with the def2-TZVPD basis set) results for C8H24F4HgN2O12S4 as an isolated structure at a distorted geometry.

ORCA input file:
```
! wB97M-V def2-TZVPD RIJCOSX def2/J DEFGRID3
* xyz -1 2
O -4.728 -0.093 0.970
H -0.427 -3.323 2.699
H -0.608 -3.069 -2.117
S -3.537 0.736 0.963
S -2.476 -0.527 2.658
H -0.707 -2.389 -3.669
O -3.070 -1.845 2.606
H 0.369 -3.095 0.024
F -3.233 0.850 -0.585
O 1.849 -0.020 -1.051
H -1.002 0.026 -2.812
H 2.155 2.974 3.903
H -1.473 4.560 -0.185
H -0.446 2.016 -2.099
C 0.236 3.467 -0.967
H 2.222 -2.433 1.232
H 0.812 3.693 2.999
H -2.751 -0.953 -2.713
H 1.092 -1.436 2.053
C 0.602 -3.532 2.404
H -1.221 4.524 -1.981
O -0.963 -0.412 -1.959
H 2.174 3.234 2.165
F 1.560 -3.111 -3.996
H 1.049 -3.698 3.383
H -2.293 -1.633 -1.104
O 0.333 -2.215 0.405
H 1.022 3.646 -1.701
C -0.749 4.562 -0.999
S 2.619 -2.317 -3.090
H -0.230 1.590 2.644
C 1.178 -2.396 1.543
O -0.442 2.210 -1.159
O 4.262 -0.234 -1.909
C -1.956 -1.397 -2.113
H -0.193 5.499 -0.989
N -2.002 0.049 1.334
C 1.555 2.896 2.996
H 0.505 -4.424 1.785
F 2.674 1.269 -2.856
S 2.813 -0.169 -2.149
O 3.915 -2.710 -3.642
H 0.748 3.396 -0.007
N 2.094 -0.944 -3.476
H -2.001 -3.441 -3.099
O 2.293 -2.843 -1.754
H 1.039 0.900 3.700
O -2.994 0.407 3.632
Hg -0.201 0.134 0.133
O 1.387 0.942 1.632
C -1.329 -2.634 -2.809
F -1.011 -0.894 3.197
C 0.843 1.511 2.819
H 2.321 0.948 1.856
O -3.679 2.149 1.254
*
```

Energy relative to the best compared isomer or geometry (same formula, charge and spin)   0.0 kJ/mol
Gap between HOMO and LUMO (spin up / spin down)   5.003 / 9.555 eV
DFT total energy   -3477.10841 a.u.
HOMO level (spin up / spin down)   -0.0959 / -0.2714 Ha

Löwdin population analysis, charges in e, atoms 1 to 2: O -0.277; H 0.060



DFT (ωB97M-V with the def2-TZVPD basis set) results for a 11-piece molecular cluster, C19H60N10O11 overall at a distorted geometry.

ORCA input file:
```
! wB97M-V def2-TZVPD RIJCOSX def2/J DEFGRID3
* xyz 0 1
H 1.657 -1.033 -5.281
O -4.115 -3.914 0.000
C 1.826 -0.561 -2.419
O -0.412 3.734 -3.078
H 0.680 1.780 2.410
H 0.746 3.060 4.717
H -3.524 1.053 1.034
H 3.140 0.899 -3.357
C -0.751 -5.187 0.377
C 3.426 -1.180 1.892
H 2.489 0.771 0.628
H 1.593 -3.416 0.728
H -0.500 2.365 -0.897
H -0.872 -1.851 2.492
C 0.487 -2.267 3.955
N -3.106 -3.645 -2.117
H -2.389 -1.389 -1.330
H -0.209 0.530 -3.546
C -3.848 1.848 1.680
O -1.696 1.035 -0.764
O -0.745 -3.097 0.675
C -0.028 1.215 4.464
H 2.650 3.538 -1.752
H 0.331 -3.561 2.405
O 1.313 1.180 -3.787
C -2.916 3.851 0.138
C -0.883 0.235 0.051
H 1.988 1.418 3.541
C 3.673 1.876 -0.452
H -4.856 1.886 1.509
C 2.236 0.348 -3.570
H 3.928 -0.480 2.465
C 2.483 -0.397 -4.903
H -3.773 -1.168 -3.958
H -0.783 -0.815 -0.347
N 2.664 1.763 0.363
H -0.578 -6.004 -0.307
H 2.833 -1.864 2.518
H -1.683 1.490 3.761
H 2.566 -1.314 -2.308
C -3.307 -3.163 -0.968
H 3.659 3.901 -0.016
H 0.954 -1.160 -2.565
H -1.517 -2.752 0.207
H 1.772 -0.057 -1.471
H -1.629 1.556 -3.775
O -1.247 0.829 4.287
H 0.088 0.701 0.341
H -3.889 3.852 -0.319
N -1.269 0.611 -3.501
H -0.767 3.291 4.093
H -0.606 -3.687 -1.107
H 1.814 -4.718 -0.562
N -0.525 -1.666 3.432
H -2.448 -3.453 -2.840
H -3.815 0.334 -3.295
H 3.185 -0.791 -0.046
H -3.721 -4.479 -2.317
H -0.477 2.724 5.856
H -2.847 -1.635 0.295
H 2.297 2.560 0.976
H 1.663 2.006 -3.393
H 1.463 -2.979 -0.921
N -3.179 -0.432 -3.553
H 1.049 0.128 2.705
H -1.616 0.801 -1.662
H -3.103 3.935 2.263
N 0.435 2.888 -1.006
C -1.870 -0.526 -3.695
C 1.292 -3.781 -0.244
C 0.626 3.410 -2.207
H 1.935 4.353 -3.231
N -2.768 -2.026 -0.661
H -1.816 -5.192 0.541
O 2.624 -0.811 0.774
O 4.249 0.730 -1.054
H 4.674 3.329 -1.377
C -0.229 2.663 4.860
H 0.564 0.682 5.279
H -0.263 -5.456 1.297
C -2.920 3.155 1.547
N 1.862 3.789 -2.437
N 0.671 -3.415 3.348
H 4.234 -1.818 1.526
H -2.362 3.306 -0.583
H 1.321 -4.060 3.806
H -0.633 -0.683 3.871
C -0.213 -3.849 -0.122
H -1.303 -0.108 0.976
O -1.274 -1.684 -3.836
N 3.924 3.127 -0.654
H 3.262 -1.078 -4.786
H -2.422 4.763 0.255
O 0.979 -1.932 5.142
H -1.142 3.420 1.554
C 0.984 1.083 3.238
H 2.824 0.289 -5.715
O -1.776 2.698 1.717
H -3.746 1.380 2.707
H 1.213 2.341 -0.595
*
```

Energy relative to the best compared isomer or geometry (same formula, charge and spin)   1167.4 kJ/mol
Gap between HOMO and LUMO   8.411 eV
SMILES string   NC(N)=O.NC(N)=O.NC(N)=O.NC(N)=O.NC(N)=O.CC(C)O.CC(C)O.CC(C)O.CC(C)O.CO.CO
DFT total energy   -2134.86589 a.u.
HOMO level   -0.3273 Ha

Löwdin population analysis, charges in e, atoms 1 to 2: H 0.093; O -0.177



DFT (ωB97M-V with the def2-TZVPD basis set) results for a 10-piece molecular cluster, C48H54F6O4 overall at a distorted geometry.

ORCA input file:
```
! wB97M-V def2-TZVPD RIJCOSX def2/J DEFGRID3
* xyz 0 1
F 39.832 -20.072 17.644
H 31.977 -16.362 16.187
C 41.546 -13.074 15.627
H 32.584 -9.672 16.385
H 34.449 -19.399 21.171
C 34.438 -9.105 17.351
H 36.389 -13.076 20.891
C 32.463 -16.146 15.241
C 37.112 -14.353 13.200
H 34.304 -8.047 17.158
C 37.287 -20.161 19.490
H 36.330 -15.038 19.120
H 36.339 -8.883 18.338
H 34.119 -12.514 14.758
H 38.801 -12.315 18.247
H 38.144 -17.274 21.092
C 34.310 -17.159 13.770
F 36.422 -22.129 12.541
C 37.566 -18.117 20.732
C 36.257 -18.263 21.155
H 42.280 -13.317 14.867
C 39.437 -17.971 16.610
H 35.330 -21.063 19.559
C 36.157 -13.165 15.051
H 30.807 -19.488 17.672
C 38.345 -19.316 14.455
C 35.007 -20.880 15.616
C 30.864 -22.109 18.898
H 37.250 -15.191 17.616
H 35.055 -21.867 17.521
H 31.616 -20.634 16.599
C 35.615 -10.859 18.387
O 38.829 -13.292 20.920
H 37.984 -19.860 13.592
F 36.777 -11.301 18.926
H 39.817 -17.420 17.460
H 36.373 -13.661 22.535
H 37.653 -20.905 18.791
H 32.797 -12.060 17.038
C 38.787 -20.027 15.556
C 35.902 -14.269 12.513
F 33.648 -13.605 12.493
C 36.728 -12.853 21.898
C 36.660 -15.738 18.357
C 41.102 -11.766 15.801
H 41.574 -10.985 15.218
H 35.459 -17.933 16.244
H 36.538 -18.170 17.604
C 36.363 -23.116 14.667
H 36.896 -23.982 14.292
C 31.901 -21.021 18.708
C 33.426 -9.996 16.983
F 35.737 -17.348 22.021
C 34.838 -13.643 13.117
C 40.969 -14.073 16.379
C 38.363 -17.933 14.463
H 37.261 -16.516 18.812
C 35.288 -21.933 16.464
C 33.525 -11.321 17.353
H 40.023 -12.248 22.871
O 32.878 -18.473 15.100
C 38.227 -12.813 21.859
H 36.269 -12.693 16.018
O 34.605 -15.600 17.193
H 34.527 -19.956 15.895
C 35.485 -16.326 17.635
H 36.254 -11.931 22.238
H 36.152 -23.869 16.668
H 38.796 -16.192 15.607
C 37.237 -13.821 14.475
H 39.136 -19.092 19.667
C 35.960 -23.049 15.990
H 33.161 -15.321 15.354
C 34.968 -13.043 14.340
H 35.272 -17.008 14.273
C 38.094 -19.138 19.949
H 29.865 -21.664 18.942
H 39.808 -10.442 16.850
C 35.396 -20.958 14.288
C 35.948 -20.234 19.870
C 40.084 -11.478 16.703
H 38.186 -13.892 14.999
C 36.066 -22.063 13.836
H 31.706 -15.847 14.507
H 34.183 -16.307 13.104
C 35.547 -17.800 17.324
C 34.655 -11.779 18.028
H 37.962 -14.794 12.695
C 35.457 -19.315 20.788
C 38.860 -17.273 15.558
C 40.000 -13.798 17.340
C 39.550 -12.485 17.485
C 31.712 -20.084 17.537
C 35.527 -9.544 18.063
H 35.193 -20.144 13.600
H 34.418 -18.048 13.146
H 34.760 -12.841 18.212
H 31.037 -22.654 19.824
H 35.851 -14.637 11.496
O 32.848 -20.914 19.443
H 38.664 -12.689 23.943
H 37.940 -17.395 13.623
H 30.877 -22.801 18.056
H 32.569 -19.421 17.444
H 39.593 -14.609 17.931
H 38.678 -11.132 23.109
C 38.948 -12.188 23.014
H 34.847 -18.480 17.809
C 33.179 -17.357 14.738
F 41.339 -15.340 16.114
H 38.829 -21.109 15.521
C 39.390 -19.348 16.583
*
```

Energy relative to the best compared isomer or geometry (same formula, charge and spin)   0.0 kJ/mol
Gap between HOMO and LUMO   9.745 eV
SMILES string   Fc1ccccc1.Fc1ccccc1.Fc1ccccc1.Fc1ccccc1.Fc1ccccc1.Fc1ccccc1.CC(C)=O.CC(C)=O.CC(C)=O.CC(C)=O
DFT total energy   -2761.59781 a.u.
HOMO level   -0.3336 Ha

Löwdin population analysis, charges in e, atoms 1 to 2: F 0.040; H 0.085